[1]
117
Properties=species:S:1:pos:R:3:forces:R:3:mulliken_charge:R:1 method="wB97M-V/def2-TZVPD" homo_energy_ev=-6.4 e_tot_ev=-178775.733 total_charge=0 homo_lumo_gap_ha=0.187 de_lowest_kcal_mol=65.4
Ca -0.8182 -0.1792 1.6505 2.06 1.59 -0.86 2.8692
C 0.9913 -0.2929 7.6144 -0.06 0.01 -0.09 -0.7633
C 1.5497 -0.1648 6.3569 0.00 0.13 0.33 -0.3712
C 0.7305 -0.1131 5.2378 -0.19 0.54 -0.17 1.3293
C -0.6399 -0.1650 5.3741 0.27 -0.03 0.10 -1.1125
C -1.2111 -0.3213 6.6453 -0.22 0.02 -0.27 -0.6965
C -0.3973 -0.3844 7.7539 0.09 0.00 0.05 -0.7903
N -1.3987 -0.0384 4.1562 1.67 -0.31 0.05 1.7479
N -2.5869 0.0212 4.3727 -2.59 0.29 0.35 -1.1504
C -3.5016 0.2328 3.2937 -0.03 0.14 -0.21 -0.4997
C -4.8264 0.2654 3.6806 -0.30 -0.07 0.31 -0.2999
C -5.8084 0.5445 2.7410 -0.02 -0.09 0.29 -0.7052
C -5.4226 0.7657 1.4391 0.02 0.03 -0.22 -0.7916
C -4.0739 0.6852 1.1285 0.31 -0.05 0.13 -0.7279
N -3.1185 0.4443 2.0330 -0.46 -0.04 0.03 0.4551
H 1.6295 -0.3436 8.4878 -0.02 0.01 -0.01 0.4498
H 2.6237 -0.1184 6.2372 -0.06 0.00 0.04 0.3560
H 1.1536 -0.0493 4.2410 -0.17 0.38 0.20 -0.1586
H -2.2845 -0.3984 6.7397 0.00 0.02 0.02 0.5064
H -0.8378 -0.5119 8.7363 0.03 0.01 -0.07 0.3979
H -5.0574 0.0684 4.7184 -0.04 0.05 -0.02 0.5564
H -6.8523 0.5835 3.0251 0.04 -0.01 0.03 0.4125
H -6.1437 0.9870 0.6616 0.08 -0.04 0.04 0.5385
H -3.7491 0.8112 0.1055 0.06 -0.01 0.01 0.5543
C 1.5881 -2.9767 1.5113 -0.14 -0.18 0.10 -0.9181
Si 2.6656 -1.5628 2.0929 0.65 -0.24 -0.21 0.0825
C 2.6494 -1.8057 3.9645 0.08 -0.21 0.18 -1.2998
C 4.4378 -2.0741 1.6539 0.22 -0.25 0.02 -1.1314
C 2.2656 0.0927 1.4303 -1.11 -0.57 0.09 2.8107
Si 2.6088 0.1791 -0.3679 0.34 0.14 -0.10 -0.9106
C 1.7674 1.6093 -1.2828 -0.15 0.11 -0.32 -0.8052
C 4.4518 0.4868 -0.6971 0.27 0.00 -0.20 -0.8836
C 2.2499 -1.3831 -1.3299 -0.03 -0.15 0.01 -0.1946
Si 2.8137 1.5898 2.1848 0.48 0.44 0.16 -0.9160
C 2.8524 3.1287 1.1002 0.01 0.32 -0.08 -1.3249
C 4.5228 1.4830 2.9766 0.17 0.12 0.31 -1.4211
C 1.7977 2.4204 3.6372 -0.43 -0.10 -0.13 0.3417
C 2.3772 2.8782 4.8188 0.12 0.00 0.01 -0.7821
C 1.6312 3.5100 5.7939 -0.10 0.02 0.08 -0.4774
C 0.2655 3.6839 5.5979 0.00 0.05 -0.02 -0.9513
C -0.2814 3.2752 4.4050 0.26 -0.15 -0.21 0.1391
N 0.4762 2.6821 3.4562 0.31 0.05 0.37 1.0036
H 2.0862 -3.9193 1.7800 -0.07 0.13 -0.03 0.5276
H 1.4111 -2.9911 0.4343 -0.01 -0.06 0.18 0.1580
H 0.6074 -2.9713 2.0014 0.32 -0.13 -0.11 0.1013
H 3.0243 -2.8205 4.1522 0.03 0.15 -0.07 0.5323
H 1.6397 -1.7583 4.3846 0.61 -0.56 -0.23 0.6345
H 3.2977 -1.1053 4.5144 -0.18 -0.20 -0.16 -0.0218
H 4.7135 -2.9866 2.2070 -0.05 0.19 -0.15 0.3823
H 5.1630 -1.2916 1.9116 -0.09 -0.15 -0.05 0.2680
H 4.5428 -2.2944 0.5833 0.03 0.05 0.20 0.3335
H 2.5006 2.3863 -1.5374 -0.19 -0.17 0.02 0.6031
H 0.9684 2.0723 -0.6972 0.03 -0.07 -0.17 -0.0862
H 1.3352 1.2385 -2.2236 0.10 0.13 0.16 0.3847
H 4.7923 1.4449 -0.2802 -0.01 -0.21 -0.11 0.2777
H 4.6437 0.5088 -1.7834 -0.03 0.02 0.26 0.3662
H 5.0754 -0.3044 -0.2633 -0.09 0.17 -0.11 0.3195
H 1.2149 -1.7352 -1.2171 0.51 -0.06 0.05 -0.7824
H 2.9204 -2.2022 -1.0410 -0.15 0.13 -0.06 0.4495
H 2.3988 -1.1742 -2.3957 0.08 -0.07 0.35 0.4928
H 3.5584 3.0235 0.2709 -0.11 0.09 0.18 0.3720
H 3.1588 3.9991 1.6967 -0.01 -0.14 -0.04 0.4624
H 1.8674 3.3370 0.6718 0.20 0.06 0.11 0.2478
H 5.1924 0.9961 2.2591 -0.07 0.08 0.11 0.2865
H 4.5220 0.8714 3.8935 0.06 0.10 -0.24 0.3508
H 4.9470 2.4706 3.2187 -0.07 -0.24 -0.03 0.4289
H 3.4384 2.7199 4.9671 -0.08 -0.01 -0.03 0.4185
H 2.1006 3.8550 6.7096 -0.05 -0.07 -0.07 0.4553
H -0.3663 4.1400 6.3480 0.03 -0.01 -0.03 0.4475
H -1.3281 3.3894 4.1658 -0.05 0.00 -0.04 0.3557
N -0.8215 3.0659 1.5282 0.43 -0.32 0.53 -0.3489
C -0.2013 2.1584 2.1928 -0.91 1.25 -0.04 -0.9287
H -0.6991 4.0241 1.8988 0.00 -0.16 -0.11 0.2605
C -0.9395 0.9221 -11.0413 0.04 -0.08 0.15 -1.3718
C -0.5327 0.2525 -9.7487 -0.01 0.01 -0.08 0.7435
C -0.3044 -1.1182 -9.6780 0.04 -0.08 0.00 -0.7230
C 0.0540 -1.7338 -8.4850 -0.05 -0.07 -0.08 -0.6828
C 0.2061 -0.9872 -7.3213 -0.01 -0.04 0.14 0.1085
N 0.6029 -1.6453 -6.1310 -0.19 0.25 0.05 -0.0342
C 0.3113 -1.3428 -4.8052 0.05 -0.13 0.01 0.1553
O 1.0008 -1.7545 -3.8946 -0.37 0.06 -0.58 -0.5826
N -0.8410 -0.6057 -4.6264 0.06 0.03 0.24 -0.0627
C -1.2113 0.1048 -3.4641 0.13 -0.08 -0.20 0.1178
C -2.0243 1.2181 -3.6152 -0.06 0.04 -0.10 -0.5840
C -2.3596 1.9663 -2.5036 -0.13 0.08 -0.07 -1.6302
C -1.8952 1.5695 -1.2646 0.40 -0.27 -0.01 -0.8986
N -1.1583 0.4605 -1.0919 -0.20 0.03 -0.17 1.5537
C -0.8137 -0.2519 -2.1760 -0.21 -0.08 0.41 -0.2939
C 0.0164 0.3939 -7.3870 0.02 0.05 -0.03 -0.0585
C -0.3586 0.9928 -8.5829 -0.01 0.03 0.08 -0.6503
H -0.9378 0.2117 -11.8681 0.00 0.02 0.03 0.3338
H -0.2581 1.7370 -11.2927 -0.01 -0.02 0.01 0.3328
H -1.9431 1.3459 -10.9646 0.02 -0.01 0.00 0.3092
H -0.4127 -1.7241 -10.5741 0.01 0.06 0.11 0.2900
H 0.2210 -2.8070 -8.4521 -0.06 0.11 -0.01 0.3964
H 1.2553 -2.4038 -6.2182 0.14 -0.04 0.03 0.3238
H -1.3373 -0.3517 -5.4610 -0.10 0.06 -0.13 0.4008
H -2.3757 1.5021 -4.6032 0.04 0.02 0.05 0.4924
H -2.9683 2.8583 -2.5963 0.06 -0.06 0.00 0.4938
H -2.0662 2.1771 -0.3857 0.00 0.00 0.10 0.5280
H -0.1983 -1.1293 -2.0246 -0.26 0.16 -0.08 -0.1638
H 0.2019 1.0089 -6.5141 -0.01 -0.02 -0.02 0.5169
H -0.4956 2.0709 -8.6112 0.02 -0.10 0.02 0.3784
Br -0.8726 -4.0468 -2.0928 0.00 0.07 0.03 -0.0680
C -2.5450 -3.3189 -1.5836 -0.02 0.04 0.01 0.2363
C -3.4983 -3.1251 -2.5736 -0.11 0.04 0.06 -0.4734
C -4.7479 -2.6200 -2.2362 0.08 -0.01 -0.01 -0.6958
C -5.0335 -2.3129 -0.9123 -0.03 0.03 0.00 -0.7161
C -4.0611 -2.4898 0.0613 -0.02 0.05 0.03 0.0040
C -2.7989 -2.9823 -0.2580 -0.01 0.10 -0.08 0.7661
C -1.7875 -3.2038 0.8479 0.47 0.61 0.47 -0.9082
O -1.5244 -4.3473 1.1506 0.05 0.08 0.20 -0.6312
O -1.2997 -2.1083 1.3941 -1.61 -2.80 -0.92 -1.2750
H -3.2639 -3.3834 -3.5983 0.00 0.01 0.03 0.4444
H -5.4977 -2.4815 -3.0061 0.03 -0.01 0.03 0.4156
H -6.0166 -1.9416 -0.6383 0.09 -0.04 -0.02 0.4211
H -4.2844 -2.2675 1.1010 0.04 0.03 -0.07 0.5246

[2]
123
Properties=species:S:1:pos:R:3:forces:R:3:mulliken_charge:R:1 method="wB97M-V/def2-TZVPD" smiles="CNCc1c(Br)c(CCF)c2c(c1N(C)C(C)=O)N(COC)c1cc(CCCN)cc(CCC(F)(F)C(F)(F)C(F)(F)C(F)(F)F)c1S2.c1cc[nH]c1.c1cc[nH]c1.c1cc[nH]c1.c1cc[nH]c1" homo_energy_ev=-8.0 e_tot_ev=-172661.104 total_charge=0 homo_lumo_gap_ha=0.307
C -1.2009 0.1151 -7.0106 0.22 -0.27 -0.32 -0.8304
N 0.0984 -0.5341 -6.7626 0.10 0.74 -0.56 -0.3187
C 0.9711 0.2379 -5.8626 -0.26 -0.16 0.64 -1.5674
C 1.3284 -0.6013 -4.6452 -0.26 1.08 -1.13 0.4641
C 2.4486 -1.3873 -4.6330 0.22 -0.14 -0.16 0.6775
Br 3.5172 -1.4357 -6.2248 -0.05 -0.20 0.15 -0.2038
C 2.7836 -2.1442 -3.5220 1.15 -0.38 -1.11 0.5122
C 4.0093 -3.0214 -3.5516 0.31 -0.23 -0.21 -2.0183
C 5.3135 -2.2488 -3.4441 -0.17 0.22 -0.49 -0.1509
F 5.3678 -1.5275 -2.2625 0.17 -0.20 0.21 -0.3199
C 1.9510 -2.0569 -2.4459 0.14 -0.74 1.78 1.4295
C 0.8123 -1.2840 -2.4189 -0.79 0.84 0.22 -0.5282
C 0.4888 -0.5559 -3.5440 -0.25 0.23 -0.24 -1.2648
N -0.6776 0.2816 -3.6873 0.35 0.13 1.05 0.9003
C -1.9536 -0.3659 -3.3613 -0.19 -0.10 -0.09 -1.4438
C -0.5189 1.5504 -3.0538 0.23 0.85 0.63 0.4928
C -1.3639 2.6612 -3.6602 -0.72 -1.09 0.06 -1.3247
O 0.2459 1.7699 -2.1343 -0.28 -0.40 -1.00 -0.5055
N -0.0476 -1.2147 -1.2646 0.07 -1.85 0.04 1.2867
C -0.8194 -2.5293 -1.2373 -0.28 -0.21 0.41 -0.8470
O -1.1218 -2.9340 0.0755 -0.51 0.11 -0.43 -0.1305
C -2.3776 -2.3730 0.4703 0.70 0.21 0.25 -0.7233
C 0.6924 -1.1353 -0.0316 -0.55 1.02 -0.26 -1.2597
C 0.2513 -0.2330 0.8968 -0.99 1.03 -0.31 -0.5349
C 0.8676 -0.0737 2.1054 0.06 0.31 0.93 0.2313
C 0.4596 0.9303 3.1612 -0.50 0.32 -0.13 -1.4591
C -1.0448 1.3143 3.1606 0.96 -0.32 1.06 0.2867
C -1.7510 0.5843 4.3290 -0.96 0.33 -0.89 -0.8426
N -3.1853 0.3678 4.0171 0.43 -0.10 0.49 -0.7325
C 1.9413 -0.8867 2.3791 0.43 -0.01 0.80 -0.1865
C 2.4209 -1.8038 1.4794 0.83 -0.42 0.00 0.3967
C 3.6094 -2.6674 1.8556 -0.69 0.38 0.71 -1.5518
C 3.2181 -3.5855 3.0542 0.36 0.00 -0.32 -0.3366
C 3.2562 -5.0754 2.7651 0.03 0.09 0.04 1.0838
F 3.6196 -5.7679 3.8816 -0.24 -0.10 0.14 -0.2895
F 4.1888 -5.3919 1.8358 0.08 0.17 -0.18 -0.3557
C 1.9160 -5.6678 2.2457 0.91 -0.24 0.06 0.3567
F 1.4623 -4.8929 1.2511 -0.14 0.23 0.19 -0.1230
F 2.1960 -6.8726 1.6944 -0.24 -0.16 0.19 -0.3591
C 0.8153 -5.8542 3.3393 -0.76 0.04 -0.61 0.5638
F -0.3388 -5.3763 2.8223 -0.03 -0.10 0.06 -0.3169
F 1.0527 -5.1559 4.4619 0.36 -0.08 -0.04 -0.3039
C 0.5277 -7.3303 3.7285 -0.53 0.15 0.95 0.6184
F -0.0192 -8.0076 2.7290 0.40 -0.04 -0.12 -0.2371
F 1.6103 -7.9404 4.2043 -0.07 0.00 -0.38 -0.2257
F -0.3855 -7.3002 4.7222 0.23 0.02 -0.18 -0.2662
C 1.7843 -1.8914 0.2669 0.62 -1.21 -1.49 0.4895
S 2.3561 -3.0157 -0.9959 -0.02 0.12 0.08 -0.4232
H -1.4995 -0.0900 -8.0415 -0.07 -0.08 0.07 0.4059
H -1.9709 -0.3021 -6.3611 0.00 0.25 0.14 0.1312
H -1.1410 1.2059 -6.9258 -0.19 -0.04 0.19 0.2661
H 0.5673 -0.5585 -7.6597 0.05 -0.28 0.07 0.3379
H 1.8701 0.6042 -6.3529 0.04 -0.23 -0.10 0.8606
H 0.4575 1.1290 -5.5049 -0.08 -0.03 -0.13 -0.1731
H 4.0479 -3.5240 -4.5227 -0.04 -0.01 0.02 0.5250
H 3.9881 -3.8233 -2.8143 -0.10 0.19 0.13 0.4546
H 6.1725 -2.9163 -3.5458 0.00 -0.06 0.45 0.3814
H 5.4010 -1.5263 -4.2552 -0.10 0.07 0.03 0.2615
H -1.9039 -1.3974 -3.7079 -0.06 0.08 -0.18 0.5054
H -2.1392 -0.3946 -2.2859 0.00 0.11 -0.01 0.2542
H -2.7954 0.1276 -3.8486 0.12 0.02 -0.12 0.4495
H -2.3103 2.2081 -3.9731 0.00 0.23 -0.07 0.3093
H -1.5853 3.4382 -2.9359 0.31 0.13 -0.06 0.3866
H -0.9054 3.0308 -4.5771 0.19 0.15 0.17 0.2767
H -0.2599 -3.3356 -1.7141 0.15 0.08 0.11 0.2399
H -1.7633 -2.4023 -1.7688 0.13 0.14 -0.24 0.5298
H -2.4816 -2.5101 1.5464 0.01 -0.10 -0.05 0.2858
H -3.2119 -2.8500 -0.0500 0.03 0.02 -0.04 0.3402
H -2.3397 -1.2994 0.2588 -0.35 0.01 0.05 0.2462
H -0.5986 0.3850 0.6335 0.06 -0.02 -0.13 0.5970
H 1.0869 1.8244 3.1025 0.01 -0.06 -0.23 0.4114
H 0.6888 0.4863 4.1334 0.08 0.08 0.01 0.4819
H -1.1553 2.3891 3.3161 -0.06 0.00 -0.23 -0.2012
H -1.5179 1.0500 2.2183 -0.08 0.03 0.04 0.4048
H -1.7349 1.1846 5.2409 0.31 -0.02 -0.01 0.3556
H -1.2553 -0.3631 4.5417 -0.19 -0.10 -0.04 0.4282
H -3.2652 -0.3532 3.3098 -0.07 0.09 -0.09 0.2686
H -3.5119 1.2355 3.6062 -0.24 -0.14 -0.11 0.2719
H 2.4294 -0.7970 3.3467 0.05 0.01 -0.02 0.5244
H 4.0007 -3.2078 0.9995 0.08 -0.04 0.10 0.7318
H 4.3678 -1.9817 2.2337 0.24 -0.14 -0.22 0.4077
H 3.8949 -3.4145 3.8977 -0.09 -0.14 -0.15 -0.3845
H 2.2127 -3.3218 3.3762 0.03 -0.04 0.16 0.6199
C -3.8570 4.9940 0.7073 -0.03 -0.03 -0.01 -0.5510
C -2.7260 5.2385 1.5308 0.02 0.02 0.00 -0.1257
C -3.0213 4.7579 2.7786 -0.02 -0.05 0.13 -1.2200
N -4.2889 4.2367 2.7423 0.04 -0.04 -0.03 0.0658
C -4.8013 4.3732 1.4824 -0.02 -0.01 0.02 -0.6132
H -3.9643 5.2448 -0.3346 0.00 0.00 0.01 0.4675
H -1.8028 5.7114 1.2401 0.00 -0.01 0.00 0.4410
H -2.4425 4.7401 3.6882 0.05 -0.08 -0.04 0.7546
H -4.7672 3.8195 3.5204 -0.01 0.02 0.00 0.2401
H -5.7906 4.0200 1.2466 0.00 0.02 -0.02 0.4457
C -3.4841 3.2838 -9.9009 0.04 0.00 0.00 -0.3503
C -4.5112 3.6199 -8.9785 -0.01 0.02 0.03 -0.3887
C -5.0749 2.4479 -8.5516 -0.05 -0.08 0.03 -0.5403
N -4.4319 1.4168 -9.1817 0.05 0.10 0.03 0.0302
C -3.4580 1.9191 -10.0022 -0.01 -0.10 -0.02 -0.5621
H -2.8385 3.9663 -10.4279 0.00 -0.01 0.00 0.4193
H -4.8018 4.6087 -8.6652 0.00 -0.01 0.00 0.4053
H -5.8756 2.2587 -7.8571 -0.01 0.02 -0.01 0.3884
H -4.6420 0.4437 -9.0602 0.00 0.00 0.00 0.2001
H -2.8342 1.2634 -10.5856 0.00 0.03 -0.02 0.4025
C 4.9864 -2.3944 6.3539 -0.04 0.02 -0.03 -0.2943
C 5.6753 -3.6371 6.3931 -0.01 -0.05 -0.03 -0.3165
C 6.8677 -3.4194 7.0287 0.07 0.04 0.01 -0.6418
N 6.9260 -2.0955 7.3717 -0.07 -0.05 -0.01 0.0415
C 5.7820 -1.4647 6.9682 0.06 0.06 -0.01 -0.7166
H 4.0154 -2.2058 5.9255 -0.01 0.01 0.05 0.5132
H 5.3334 -4.5809 6.0002 0.00 0.00 0.01 0.4479
H 7.6767 -4.0889 7.2657 -0.01 -0.01 -0.02 0.3820
H 7.6916 -1.6552 7.8470 -0.01 0.00 0.01 0.1919
H 5.6341 -0.4141 7.1511 -0.02 -0.01 -0.02 0.3909
C -3.9356 9.6533 5.0433 -0.02 0.01 -0.02 -0.6625
C -2.9067 9.2216 5.9225 0.03 0.00 0.03 -0.4929
C -2.5539 7.9534 5.5435 -0.03 -0.06 -0.02 -0.4126
N -3.3308 7.6017 4.4740 0.01 0.02 0.06 0.0636
C -4.1716 8.6325 4.1605 -0.03 -0.05 -0.01 -0.2607
H -4.4425 10.6039 5.0569 0.01 0.00 0.00 0.3815
H -2.4755 9.7784 6.7378 0.00 0.00 -0.01 0.3876
H -1.8198 7.2735 5.9420 0.00 0.02 0.02 0.3271
H -3.2903 6.7194 3.9906 0.00 0.15 -0.09 0.3966
H -4.8634 8.5508 3.3393 0.00 0.01 0.01 0.3642